1.
{"formula": "C32H60Cl2I2N10O17P", "method": "wB97M-V/def2-TZVPD", "total_charge": 1, "total_energy_ha": -4938.12870, "gap_ev": 7.32, "e_homo_ev": -11.617, "multiplicity": 1, "elements": ["H", "C", "H", "O", "C", "H", "H", "H", "H", "C", "O", "H", "C", "H", "C", "H", "H", "H", "H", "C", "H", "C", "H", "O", "H", "C", "H", "H", "O", "N", "H", "C", "H", "C", "H", "C", "H", "C", "H", "O", "H", "H", "O", "H", "H", "N", "C", "O", "H", "O", "P", "I", "C", "C", "H", "N", "O", "O", "H", "H", "H", "O", "H", "H", "H", "N", "C", "C", "O", "H", "H", "O", "O", "N", "H", "Cl", "N", "N", "O", "C", "C", "H", "H", "C", "H", "O", "C", "C", "O", "H", "C", "H", "H", "H", "C", "H", "C", "H", "H", "H", "H", "C", "H", "H", "Cl", "N", "C", "I", "C", "C", "N", "N", "H", "C", "H", "H", "H", "H", "H", "C", "H", "H", "H", "C"], "coordinates": [[-4.72289, -0.44708, -0.34409], [-5.18067, 0.17689, -1.11271], [-1.83083, -2.64340, 0.94211], [2.17475, -4.09557, 6.30632], [2.09751, 8.91299, 5.43505], [-2.55853, -1.24325, -0.46444], [0.81073, -3.52711, -1.65483], [4.62344, 8.01430, 0.15339], [2.15948, -3.85176, -0.59093], [2.71029, 3.27682, -0.19518], [-1.91786, -3.34480, -5.80437], [0.17617, -3.60375, 4.89997], [-5.53087, -2.00253, -2.40621], [0.42465, -2.09242, 3.97982], [0.64635, -3.16162, 4.03134], [-5.93229, -2.35347, -3.35726], [-1.26190, -6.72609, 4.26465], [-6.33511, -2.11246, -1.67532], [-3.19307, 4.10946, 0.68346], [4.50369, 7.20978, 0.87274], [0.53670, 3.29534, 0.11392], [-1.91733, -1.12371, -1.32726], [1.03130, 3.43304, -1.56022], [5.35278, 8.48199, 2.59924], [1.71207, -3.28670, 4.15202], [0.12621, -0.02108, -2.13656], [-4.74533, 3.61030, 1.42522], [3.59344, 6.65452, 0.68786], [0.75090, -5.70816, 6.18316], [-2.19605, -8.41125, 5.09905], [-0.59390, -0.21744, 2.27814], [-1.09424, -2.18365, 1.60761], [1.74958, 0.00323, 4.57206], [-5.22934, -0.50506, -2.49407], [2.99951, 1.20903, 4.13816], [-1.80399, -2.47309, -2.06888], [-1.91701, -0.29052, 1.15909], [-4.34175, -2.87978, -1.99616], [-0.25897, -0.19600, -3.13272], [-2.86692, -9.39739, 4.88763], [5.46130, 3.51175, -5.89156], [1.94707, -4.81802, 8.78732], [0.35610, 9.13163, 6.93112], [-3.58859, -5.13961, -7.83273], [3.16589, -5.83093, 7.95737], [0.11781, -3.00063, 1.60260], [-3.08878, -2.71807, -2.87647], [1.47476, 2.23426, -3.80752], [0.83748, -4.70479, 2.58103], [-5.61301, 3.04256, -0.73498], [1.16789, 2.11528, -5.46078], [3.32995, -1.74811, 1.77019], [-4.26812, 4.26291, 0.70363], [0.28964, -3.77911, 0.40362], [-4.50636, 5.30382, 0.89920], [-4.79140, 3.93169, -0.65110], [-4.35341, 4.57759, -1.57869], [2.88946, 0.51958, -3.69190], [-0.84205, -4.32362, 2.98647], [1.61260, 8.08680, 4.92653], [3.16794, 8.76074, 5.48776], [4.21944, 3.23613, -8.61131], [-1.71155, -3.29015, -1.35437], [1.26846, 4.79966, -0.52824], [6.73452, 2.92055, -6.99950], [5.06652, 3.77542, -7.92740], [1.30737, 0.67436, -1.97430], [5.66618, 2.98356, -6.81813], [5.46888, 4.90771, -8.06699], [-6.18951, 0.47749, -0.84825], [1.95878, 3.08211, -6.10753], [-3.85282, -4.28042, -5.61116], [-1.77353, -8.05982, 6.18001], [-2.83920, -4.01973, -6.22249], [-0.88502, 2.41607, -4.88163], [4.39549, 1.15903, 0.28190], [1.63677, -5.09575, 6.74070], [-0.09816, -0.24031, 0.20538], [2.33358, 8.83978, 7.73958], [1.29277, 3.71377, -0.53896], [2.10866, -5.60534, 8.05742], [-2.92493, -3.64791, -3.40658], [2.99634, 3.45294, 0.83590], [-1.86260, -7.56131, 3.92190], [1.59432, 0.87776, -5.97030], [3.39817, 7.61385, 2.86742], [1.21929, -3.30551, -0.67525], [1.07942, 0.44761, 0.40495], [-0.26676, -4.83437, 0.27773], [1.86093, 9.85706, 4.95424], [-0.60177, -0.45991, -1.03664], [-1.81273, -5.19148, -7.61387], [-2.44401, -0.44593, -2.00090], [1.53860, -6.49304, 8.30426], [2.32683, -0.07987, 2.54313], [-0.95939, -2.47539, -2.75621], [0.14155, -3.89519, 2.77974], [3.38112, -0.52835, 4.33984], [-4.33545, -0.27839, -3.07430], [-6.05442, -0.04092, -3.03503], [-2.58945, -3.72160, -8.27446], [2.65142, 0.19202, 3.98630], [1.47145, -2.25248, -0.58903], [-3.16258, -1.91695, -3.60939], [3.79147, 4.36872, -1.16568], [1.55370, 8.96663, 6.82046], [3.05437, 1.82873, -0.65080], [0.62162, 2.33997, 2.82027], [1.49864, 0.67850, 1.81702], [-2.69979, -4.56571, -7.60062], [4.41242, 7.82188, 2.22635], [-0.34646, 2.27650, -5.72816], [-4.67304, -3.91074, -2.12446], [-0.91926, -0.68005, 1.35605], [5.36909, 6.55405, 0.86909], [-1.52231, -2.25845, 2.60557], [-4.61183, 1.09722, -1.19255], [-2.79933, -7.22369, 3.48885], [-1.31178, -8.17886, 3.21919], [1.80079, 0.95223, -0.69092], [5.21379, 1.99861, -6.81515], [3.44256, 1.97086, -1.65086], [-4.12943, -2.77806, -0.92866], [1.98487, 1.13058, -3.22510]]}

***

2.
{"formula": "C32H60N2O2P3Sr", "method": "wB97M-V/def2-TZVPD", "e_above_lowest_kj_mol": 58.1, "total_charge": 1, "total_energy_ha": -2569.97278, "gap_ev": 6.04, "e_homo_ev": -8.282, "multiplicity": 1, "elements": ["C", "H", "C", "H", "H", "C", "P", "N", "C", "C", "H", "C", "H", "H", "H", "H", "H", "C", "H", "H", "H", "H", "H", "H", "H", "C", "C", "C", "H", "C", "H", "H", "H", "H", "C", "H", "C", "H", "H", "H", "H", "H", "C", "C", "C", "C", "H", "H", "Sr", "C", "H", "H", "O", "H", "C", "C", "H", "C", "C", "H", "C", "H", "H", "C", "H", "H", "P", "C", "P", "H", "H", "C", "N", "C", "H", "H", "H", "H", "H", "H", "H", "H", "H", "H", "H", "C", "C", "H", "C", "H", "O", "H", "H", "C", "H", "H", "C", "H", "H", "H"], "coordinates": [[-4.09235, 0.41451, -0.66511], [-1.28433, 2.66816, -5.02570], [0.29226, 3.98840, -3.11015], [-5.44241, -2.57788, -0.01666], [-0.74308, -3.28774, 5.08362], [4.41625, 2.09293, 1.68509], [2.78544, 0.79352, -0.23420], [-0.04999, -1.52622, -0.95663], [3.38736, 0.40751, -2.95857], [-1.41445, -2.42202, 5.16521], [3.61067, 2.83001, 1.80401], [0.48986, 1.70159, -2.21105], [1.71391, -1.63780, 5.12627], [5.56922, -0.29338, 2.23622], [1.22437, -4.71055, -2.76866], [-1.76135, -2.34766, 6.20445], [-3.89614, 1.45553, 1.27022], [-2.36893, -1.87146, -1.69861], [2.28258, 2.45655, -4.24319], [3.65414, -0.65076, -2.85263], [1.23331, 1.13160, -4.83466], [1.51072, 0.12313, 5.35406], [5.86472, 1.26853, -2.55605], [-2.28429, -2.58945, 4.51477], [-4.47284, 2.46303, -0.08048], [4.99207, -0.33505, 1.29997], [-5.55105, 0.00292, -0.44279], [-0.00216, 3.02457, 1.97106], [2.84411, -3.15445, -1.63000], [2.94005, 0.25320, 2.55558], [-1.04331, 1.40916, 4.70175], [0.03304, 4.62271, -3.97266], [3.21724, -1.48846, -0.27404], [3.86751, 0.77703, -3.87534], [-1.49025, 0.51077, 5.15008], [-1.82056, -3.70148, 0.39889], [1.76965, -2.94008, -1.66771], [2.30208, 0.47971, -3.07950], [2.59757, 2.97875, -2.07553], [-5.77661, -0.22755, 0.60565], [-0.42203, 4.18566, -2.29925], [5.09021, 2.45334, 0.89680], [-0.90068, -2.30607, -1.64686], [-4.55515, -3.16951, 0.23870], [-1.14148, 2.17885, -4.04892], [3.88161, 1.23622, -1.77170], [-5.84589, -0.84323, -1.07619], [-4.19044, -3.66138, -0.67052], [-0.02604, 0.12424, 1.03952], [-3.77571, 1.65767, 0.19599], [-1.49672, 0.61708, 6.24324], [-2.99951, -2.75888, -1.84475], [0.08272, 4.14462, 2.20069], [-4.88842, -1.07181, 2.06563], [2.34424, -0.87329, -0.54300], [0.88078, -3.78091, -2.30960], [-2.52527, 0.41070, 4.79498], [-2.27996, -3.25246, 1.28904], [0.24152, 2.51169, -3.50126], [-1.50181, -2.71815, 1.85704], [-0.47446, -3.43274, -2.35066], [4.62043, -1.36045, 1.19168], [5.69274, -0.13331, 0.48670], [1.04616, -0.85860, 5.51488], [-1.21468, -4.01211, -2.90348], [-1.93040, 2.53730, -3.37754], [-2.81732, -0.93270, -0.17462], [1.30938, -1.73140, -1.07763], [-0.53513, -0.93581, 4.66773], [-4.48987, 1.68278, -2.36928], [0.91450, -1.01097, 6.59447], [-4.03057, -1.73440, 2.23796], [0.20834, 1.43659, -1.09303], [-3.91021, 0.77239, -2.14715], [-2.75193, 2.02891, 0.02646], [-2.86113, 0.98304, -2.39210], [-6.18375, 0.85947, -0.72769], [3.53462, 0.20674, 3.47968], [-4.36781, -2.55727, 2.88873], [-1.26303, 1.09836, -4.19591], [2.12789, 0.96994, 2.75758], [-2.64832, -4.07272, 1.92447], [-2.53238, -1.23873, -2.59091], [-4.27837, -0.01770, -2.81575], [5.84864, 1.49466, -0.80275], [5.37442, 0.94492, -1.62403], [3.66422, 2.74206, -1.98259], [2.51922, -0.75425, 2.41280], [-3.47360, -2.34056, 0.93703], [-3.26181, -1.16457, 2.78121], [-0.34173, -0.93583, 3.14818], [4.98798, 2.06208, 2.62470], [1.07239, 2.76573, -5.49324], [1.27339, 2.19536, -4.57663], [4.06663, 3.33021, -1.14503], [4.18275, 3.06239, -2.89883], [3.85922, 0.68688, 1.40403], [-4.86965, -3.96511, 0.93199], [5.56842, -0.13032, -1.52024], [1.28875, 4.28350, -2.75769]]}

***

3.
{"formula": "C32H61Br6N7O2", "method": "wB97M-V/def2-TZVPD", "smiles": "CN(C)C=O.CN(C)C=O.BrCCBr.BrCCBr.BrCCBr.CCCC#N.CCCC#N.CCCC#N.CCCC#N.CCCC#N", "total_energy_ha": -17233.63399, "gap_ev": 9.30, "e_homo_ev": -9.197, "multiplicity": 1, "elements": ["H", "H", "H", "O", "H", "C", "H", "H", "H", "N", "H", "C", "H", "H", "C", "H", "H", "H", "Br", "H", "H", "H", "Br", "Br", "H", "C", "C", "C", "H", "C", "H", "C", "H", "C", "C", "H", "Br", "H", "O", "H", "N", "H", "C", "H", "H", "C", "C", "H", "H", "N", "C", "H", "H", "H", "C", "H", "H", "N", "C", "Br", "H", "H", "H", "H", "H", "H", "H", "C", "H", "C", "C", "C", "H", "C", "C", "N", "C", "H", "H", "N", "H", "H", "H", "C", "N", "C", "H", "H", "Br", "H", "H", "H", "C", "H", "C", "H", "H", "H", "C", "C", "H", "C", "H", "C", "H", "C", "H", "H"], "coordinates": [[-4.36498, -26.96202, -1.69101], [-13.19568, -18.94278, -8.46132], [-13.80734, -27.93077, -4.75585], [-8.42012, -26.19675, -3.09688], [-11.55155, -19.28716, -7.85725], [-7.21259, -27.93432, -8.80894], [-16.22754, -27.37249, -9.33875], [-8.26432, -22.35280, -10.64788], [-7.89704, -27.44738, -1.54877], [-6.49338, -27.79045, -9.70529], [-11.36583, -23.94121, 1.87174], [-11.57463, -26.82750, -10.99764], [-10.79168, -24.81500, -0.15405], [-12.09440, -24.56705, -7.76113], [-15.80872, -28.34967, -9.58525], [-10.53175, -27.36550, 0.69987], [-11.59045, -24.45639, -4.19847], [-12.11322, -25.36372, 2.48140], [-10.50453, -22.60635, -8.95363], [-7.91786, -22.90207, -5.20316], [-7.94604, -26.27458, -6.53095], [-7.93521, -29.22354, -7.41746], [-8.51879, -21.15243, -12.83621], [-9.26965, -25.58505, -10.08466], [-15.69474, -27.69594, -11.75794], [-14.81726, -28.82366, -8.48660], [-11.11069, -25.35340, -4.58769], [-15.35730, -28.42873, -11.02470], [-10.04502, -25.16387, -4.44153], [-8.07272, -28.16811, -7.65988], [-13.73462, -27.27235, -2.41847], [-7.86712, -22.93148, -6.29174], [-6.07489, -25.07305, -6.86281], [-6.53215, -22.90468, -6.98644], [-10.29510, -21.95207, -10.75024], [-6.13346, -26.61613, -5.28394], [-11.81909, -25.70273, -12.60109], [-8.57136, -23.69498, -6.63503], [-11.79027, -27.02068, -7.75224], [-12.48823, -25.10699, 0.13452], [-3.39502, -24.07121, -8.09388], [-12.10065, -27.77157, -11.16425], [-6.42690, -27.56685, -5.72307], [-16.05832, -28.01126, -3.50354], [-16.70703, -28.97076, -9.51961], [-5.38773, -27.06048, -1.33293], [-11.31522, -27.50285, -1.12606], [-12.24514, -27.37450, 0.75279], [-6.06884, -24.25616, -1.70000], [-11.47540, -25.59431, -5.94679], [-12.60512, -19.22855, -7.59562], [-15.32109, -27.82686, -5.66988], [-15.47917, -29.39667, -11.50904], [-6.69340, -22.69074, -8.04635], [-7.63098, -26.65037, -2.25850], [-4.93810, -25.08653, -2.94361], [-5.24618, -24.02876, -5.73582], [-6.32093, -26.25936, -2.15115], [-13.01005, -20.50473, -6.79461], [-11.53353, -21.11872, -5.72249], [-13.84842, -20.36561, -6.11506], [-13.10169, -24.23006, -6.26645], [-9.09048, -27.89969, -7.95163], [-5.62505, -28.11403, -1.20559], [-16.20724, -26.31370, -3.84101], [-11.53642, -23.56340, -6.69748], [-6.50609, -24.45139, -3.40050], [-14.37670, -30.18930, -8.80297], [-8.48718, -27.65747, -5.63757], [-15.47743, -27.09570, -3.61851], [-14.13031, -25.20205, -2.55682], [-14.60270, -26.61593, -2.46474], [-6.44611, -28.47076, -5.11753], [-11.40843, -26.92904, 0.21089], [-10.14101, -27.25726, -10.71634], [-13.97441, -31.21422, -9.10774], [-11.23884, -25.02190, 1.92444], [-15.41382, -28.83954, -7.57561], [-8.45426, -22.07701, -6.64148], [-11.23613, -27.98926, -2.18147], [-15.28904, -26.60450, -1.61662], [-13.93976, -28.18128, -8.41067], [-5.47869, -26.59139, -0.34917], [-14.70744, -27.33485, -4.91689], [-13.78121, -24.10579, -2.61084], [-5.94682, -24.89058, -2.57804], [-10.91742, -21.06575, -10.87373], [-14.38559, -26.36073, -5.29186], [-12.61463, -17.58338, -6.44355], [-10.31883, -25.43479, 2.32834], [-10.73844, -27.53019, -6.09962], [-5.68738, -27.77504, -6.50264], [-5.64299, -24.07728, -6.75574], [-12.11393, -26.41576, -10.14751], [-4.38045, -24.06949, -7.50619], [-11.36314, -26.24756, -4.01756], [-9.92247, -28.09209, -10.05479], [-5.94245, -22.01625, -6.74342], [-11.33480, -26.77718, -6.63147], [-11.48605, -25.41295, 0.43647], [-9.69571, -27.58128, -11.65768], [-8.88353, -21.51627, -10.97551], [-10.53571, -22.67863, -11.52480], [-12.12511, -24.48818, -6.67422], [-8.56068, -20.63641, -10.42329], [-7.80082, -27.35062, -6.42851], [-13.36033, -21.27209, -7.48517], [-14.28682, -28.20406, -10.96792]]}

***

no.,E_LUMO (Ha)
1,-0.1580
2,-0.0823
3,0.0039